1.
# C43H38Cl2NSi

A gas-phase ion, C43H38Cl2NSi (charge +1) in a non-equilibrium geometry (ωB97M-V/def2-TZVPD, the Open Molecules 2025 dataset).

The geometry in XYZ format:
```
85
Properties=species:S:1:pos:R:3
Cl 2.176 1.958 4.760
C 0.678 1.563 4.028
C -0.395 2.463 4.084
C -1.606 2.126 3.465
C -1.734 0.942 2.727
C -2.929 0.756 1.780
C -2.819 -0.429 0.800
C -3.129 -0.151 -0.534
C -3.496 -1.179 -1.403
C -3.499 -2.495 -0.929
Cl -4.163 -3.750 -1.908
C -2.989 -2.802 0.338
C -2.657 -1.753 1.214
C -0.626 0.097 2.623
C 0.569 0.392 3.278
H -0.286 3.418 4.584
H -2.434 2.837 3.513
H -2.873 1.650 1.128
H -3.143 0.883 -0.879
H -3.821 -0.958 -2.414
H -2.916 -3.840 0.656
H -2.321 -1.994 2.226
H -0.671 -0.790 1.995
H 1.408 -0.285 3.173
C -4.991 1.762 7.676
C -3.741 2.117 7.164
C -3.637 3.135 6.211
C -4.794 3.769 5.711
Si -4.674 5.048 4.360
C -6.181 6.131 4.397
C -6.075 7.436 4.898
C -7.197 8.272 4.921
C -8.428 7.813 4.437
C -8.538 6.510 3.937
C -7.420 5.667 3.927
C -3.095 5.974 4.680
C -2.720 6.205 6.013
C -1.481 6.781 6.310
C -0.608 7.135 5.273
C -0.991 6.938 3.942
C -2.242 6.385 3.644
C -4.481 4.433 2.578
C -5.059 5.313 1.450
C -6.057 4.444 0.675
C -5.795 2.996 1.095
N -5.062 3.110 2.371
C -4.559 2.069 3.005
C -4.324 0.784 2.327
C -4.823 -0.425 3.159
C -5.417 -1.497 2.486
C -5.875 -2.619 3.184
C -5.806 -2.635 4.582
C -5.328 -1.511 5.262
C -4.826 -0.411 4.547
C -6.044 3.401 6.232
C -6.141 2.403 7.204
H -5.069 0.986 8.435
H -2.834 1.612 7.505
H -2.648 3.431 5.848
H -5.110 7.797 5.261
H -7.105 9.284 5.315
H -9.299 8.466 4.448
H -9.488 6.139 3.550
H -7.523 4.645 3.551
H -3.389 5.914 6.827
H -1.200 6.942 7.352
H 0.367 7.563 5.503
H -0.321 7.213 3.125
H -2.542 6.256 2.601
H -3.388 4.360 2.440
H -5.520 6.219 1.857
H -4.216 5.621 0.817
H -7.089 4.715 0.933
H -5.930 4.564 -0.409
H -6.720 2.409 1.218
H -5.181 2.489 0.327
H -4.218 2.195 4.040
H -4.969 0.788 1.439
H -5.522 -1.445 1.395
H -6.309 -3.453 2.626
H -6.176 -3.503 5.134
H -5.373 -1.464 6.358
H -4.477 0.474 5.086
H -6.943 3.910 5.871
H -7.121 2.129 7.597
```

Properties
Structure (SMILES) ... Clc1ccc(C(c2ccc(Cl)cc2)[C@H](/C=[N+]2\CCC[C@H]2[Si](c2ccccc2)(c2ccccc2)c2ccccc2)c2ccccc2)cc1
Kohn-Sham gap ... 7.63 eV
E_tot ... -2925.79646 Ha
Relative energy (zero: lowest compared OMol25 entry of this formula, charge and spin) ... 7.3 kJ/mol
Total charge ... +1


2.
# C43H38ClN2P2Pb

A molecular structure, C43H38ClN2P2Pb in a non-equilibrium geometry (ωB97M-V/def2-TZVPD, the Open Molecules 2025 dataset).

The geometry in XYZ format:
```
87
Properties=species:S:1:pos:R:3
Pb 0.768 -0.012 -0.478
Cl -0.272 -0.251 -2.816
P -0.024 2.770 -0.214
P 0.037 -2.816 -0.196
C 0.026 3.629 1.392
C -1.551 3.395 -0.972
C 1.377 3.461 -1.167
C 1.547 -3.732 -0.642
C -0.495 -3.550 1.383
C -1.246 -3.298 -1.395
C 1.137 4.381 1.814
C 1.183 4.884 3.114
C 0.123 4.670 3.996
C -1.003 3.962 3.565
C -1.063 3.459 2.270
H 1.959 4.576 1.126
H 2.061 5.443 3.440
H 0.176 5.042 5.021
H -1.840 3.802 4.245
H -1.954 2.927 1.930
C 2.688 3.048 -0.836
C 3.756 3.389 -1.664
C 3.538 4.173 -2.801
C 2.249 4.627 -3.100
C 1.167 4.266 -2.295
H 2.864 2.440 0.060
H 4.761 3.033 -1.426
H 4.371 4.426 -3.459
H 2.077 5.259 -3.971
H 0.159 4.610 -2.533
C -2.050 4.674 -0.675
C -3.244 5.107 -1.255
C -3.949 4.272 -2.129
C -3.450 3.000 -2.434
C -2.259 2.563 -1.864
H -1.511 5.328 0.012
H -3.623 6.102 -1.020
H -4.888 4.611 -2.571
H -3.992 2.349 -3.121
H -1.852 1.579 -2.114
C -1.764 -4.136 1.534
C -2.187 -4.566 2.791
C -1.352 -4.432 3.903
C -0.072 -3.884 3.748
C 0.364 -3.459 2.497
H -2.415 -4.251 0.665
H -3.180 -5.004 2.898
H -1.695 -4.752 4.888
H 0.591 -3.794 4.608
H 1.370 -3.050 2.375
C 2.460 -3.151 -1.551
C 3.738 -3.689 -1.684
C 4.077 -4.873 -1.016
C 3.126 -5.521 -0.222
C 1.868 -4.952 -0.026
H 2.164 -2.269 -2.130
H 4.482 -3.190 -2.307
H 5.078 -5.296 -1.119
H 3.361 -6.470 0.259
H 1.142 -5.450 0.617
C -1.074 -4.402 -2.241
C -2.047 -4.698 -3.197
C -3.189 -3.900 -3.317
C -3.373 -2.809 -2.459
C -2.413 -2.510 -1.497
H -0.175 -5.014 -2.151
H -1.902 -5.556 -3.854
H -3.937 -4.124 -4.079
H -4.260 -2.179 -2.546
H -2.545 -1.644 -0.843
H 2.692 0.083 -1.308
H 2.271 0.245 -1.985
N -1.725 -0.475 3.570
C -1.439 -0.550 2.259
N -0.244 0.000 2.007
C 0.282 0.421 3.222
C 1.460 1.103 3.528
C 1.655 1.478 4.861
C 0.708 1.170 5.856
C -0.472 0.489 5.539
C -0.645 0.126 4.221
H -2.559 -0.847 4.015
H -2.120 -1.003 1.537
H 2.161 1.336 2.727
H 2.556 2.023 5.146
H 0.899 1.480 6.884
H -1.249 0.241 6.259
```

Properties
Kohn-Sham gap (alpha / beta) ... 4.07 / 4.08 eV
E_tot ... -3105.64736 Ha
Total charge ... +3


3.
# C43H38MnN4O5P2S2Te

A molecular structure, C43H38MnN4O5P2S2Te in a non-equilibrium geometry (ωB97M-V/def2-TZVPD, the Open Molecules 2025 dataset).

The geometry in XYZ format:
```
96
Properties=species:S:1:pos:R:3
Mn 0.076 1.170 -2.343
Te 1.283 -2.976 1.113
C -0.019 -3.585 2.654
C -1.323 -3.110 2.748
C -2.132 -3.572 3.773
N -1.749 -4.449 4.701
C -0.496 -4.894 4.602
C 0.393 -4.504 3.614
C 0.196 -1.320 0.445
P 0.999 0.219 0.990
C 1.100 -0.072 2.814
C 2.349 -0.092 3.422
C 2.479 -0.324 4.787
C 1.350 -0.539 5.562
C 0.092 -0.506 4.968
C -0.027 -0.267 3.610
C -0.381 1.440 1.028
C -1.708 1.261 0.367
C -2.828 2.113 1.006
C -2.447 3.124 2.017
C -1.172 3.406 2.289
C -0.131 2.517 1.795
P -0.106 -1.201 -1.286
C 1.196 -2.148 -2.175
C 2.524 -1.882 -1.842
C 3.561 -2.515 -2.502
C 3.286 -3.431 -3.511
C 1.971 -3.698 -3.852
C 0.930 -3.056 -3.190
C -1.591 -2.268 -1.645
C -1.892 -3.322 -0.778
C -3.000 -4.129 -0.979
C -3.843 -3.903 -2.059
C -3.553 -2.869 -2.934
C -2.437 -2.065 -2.732
H -1.677 -2.372 2.037
H -3.152 -3.207 3.854
H -0.178 -5.601 5.362
H 1.401 -4.903 3.615
H 3.231 0.062 2.810
H 3.463 -0.345 5.241
H 1.444 -0.732 6.624
H -0.795 -0.679 5.566
H -1.007 -0.233 3.147
H -1.966 0.197 0.347
H -3.622 1.483 1.418
H -3.248 3.714 2.453
H -0.901 4.208 2.965
H 0.861 2.631 2.230
H 2.743 -1.164 -1.058
H 4.585 -2.277 -2.249
H 4.096 -3.915 -4.042
H 1.746 -4.402 -4.644
H -0.094 -3.267 -3.472
H -1.253 -3.519 0.070
H -3.205 -4.934 -0.282
H -4.717 -4.526 -2.212
H -4.194 -2.673 -3.785
H -2.218 -1.273 -3.436
S 4.185 0.513 -4.695
C 2.761 0.710 -3.888
N 1.761 0.834 -3.303
O -2.343 1.665 -5.489
S -1.787 1.531 -4.181
O -3.028 1.461 -3.218
O -0.903 2.601 -3.711
O -1.031 0.276 -3.914
C 1.292 4.893 -0.951
C 1.780 3.467 -0.940
O 1.021 2.568 -1.239
C 3.192 3.164 -0.529
C 3.969 4.126 0.114
C 5.264 3.817 0.507
C 5.775 2.553 0.238
C 5.005 1.600 -0.413
C 3.705 1.899 -0.790
H 0.306 4.912 -1.410
H 1.985 5.532 -1.501
H 1.223 5.264 0.074
H 3.567 5.109 0.315
H 5.869 4.558 1.014
H 6.789 2.312 0.538
H 5.410 0.620 -0.631
H 3.088 1.173 -1.303
C -5.002 1.019 -0.621
N -3.982 1.889 -1.150
C -3.337 2.897 -0.295
C -2.104 3.201 -1.053
N -1.658 1.784 -1.178
C -2.881 1.230 -1.772
H -5.761 1.614 -0.109
H -4.637 0.256 0.087
H -5.496 0.492 -1.441
H -4.008 3.720 -0.047
H -1.362 3.773 -0.499
H -2.917 0.143 -1.650
```

Properties
<S²> ... 1.013
2S+1 ... 2
Kohn-Sham gap (alpha / beta) ... 4.80 / 4.80 eV
E_tot ... -5154.66910 Ha
Total charge ... -2


4.
# C43H38N7RuSe3

A molecular structure, C43H38N7RuSe3 in a non-equilibrium geometry (ωB97M-V/def2-TZVPD, the Open Molecules 2025 dataset).

The geometry in XYZ format:
```
92
Properties=species:S:1:pos:R:3
Ru 0.147 -0.385 0.234
Se -3.094 -0.597 -1.182
Se -2.833 -1.363 1.557
C -1.692 -2.764 1.055
C -2.102 -4.092 1.203
C -1.228 -5.112 0.903
C 0.059 -4.778 0.489
C 0.391 -3.445 0.372
N -0.463 -2.448 0.617
C -2.815 1.231 -0.818
C -3.786 2.153 -1.220
C -3.571 3.494 -1.001
C -2.400 3.879 -0.357
C -1.504 2.895 0.013
N -1.686 1.595 -0.214
H -3.105 -4.281 1.555
H -1.524 -6.145 1.006
H 0.793 -5.534 0.261
H 1.398 -3.156 0.100
H -4.687 1.789 -1.687
H -4.287 4.233 -1.325
H -2.188 4.914 -0.137
H -0.579 3.181 0.502
N 3.630 6.273 -0.661
C 3.162 5.226 -0.564
C 2.558 3.967 -0.426
C 2.577 3.280 0.803
C 1.890 2.097 0.920
N 1.182 1.540 -0.079
C 1.181 2.188 -1.259
C 1.848 3.366 -1.483
H 3.120 3.689 1.641
H 1.886 1.577 1.873
H 0.585 1.745 -2.045
H 1.817 3.836 -2.453
C 2.304 -0.675 -2.901
C 0.874 -1.257 -2.874
C 1.030 -2.781 -2.693
C 0.113 -0.645 -1.737
C 0.115 -0.952 -4.164
C -0.834 -1.843 -4.660
C -1.539 -1.565 -5.818
C -1.332 -0.376 -6.494
C -0.419 0.536 -5.994
C 0.287 0.253 -4.839
H 2.799 -0.884 -1.951
H 2.304 0.401 -3.039
H 2.870 -1.129 -3.712
H 1.815 -2.992 -1.973
H 1.297 -3.238 -3.643
H 0.107 -3.225 -2.333
H -0.725 -0.050 -2.134
H -1.050 -2.764 -4.141
H -2.265 -2.278 -6.184
H -1.882 -0.156 -7.397
H -0.263 1.481 -6.495
H 0.974 0.998 -4.465
C -0.020 -0.770 4.591
C 0.226 -0.888 3.233
N -0.154 0.045 2.348
C -0.784 1.121 2.814
C -1.042 1.354 4.163
C -0.640 0.366 5.074
C -1.595 2.613 4.642
C -2.594 3.355 4.139
C -3.574 3.002 3.130
C -3.964 1.687 2.846
C -4.990 1.518 1.936
N -5.596 2.542 1.346
C -5.182 3.744 1.711
N -4.221 4.029 2.558
H 0.275 -1.564 5.258
H 0.746 -1.757 2.840
H -1.104 1.852 2.087
H -0.836 0.493 6.129
H -1.090 2.992 5.524
H -2.770 4.336 4.562
H -3.511 0.844 3.347
H -5.355 0.528 1.682
H -5.701 4.589 1.272
Se 2.862 -0.851 0.803
C 4.168 -2.257 1.021
C 4.557 -2.640 2.302
C 5.615 -3.514 2.464
C 6.287 -4.014 1.362
C 5.878 -3.656 0.088
C 4.822 -2.783 -0.088
H 4.045 -2.231 3.162
H 5.930 -3.794 3.459
H 7.134 -4.670 1.495
H 6.397 -4.047 -0.776
H 4.519 -2.483 -1.082
```

Properties
<S²> ... 0.758
2S+1 ... 2
Kohn-Sham gap (alpha / beta) ... 5.35 / 6.29 eV
E_tot ... -9343.74659 Ha
Relative energy (zero: lowest compared OMol25 entry of this formula, charge and spin) ... 195.4 kJ/mol
Total charge ... 0


5.
# C43H38O3P

2 unconnected molecules or ions with the total composition C43H38O3P in a non-equilibrium geometry (ωB97M-V/def2-TZVPD, the Open Molecules 2025 dataset).

The geometry in XYZ format:
```
85
Properties=species:S:1:pos:R:3
C 6.943 -1.018 2.533
O 5.820 -1.590 3.249
C 4.622 -0.946 3.213
C 3.458 -1.718 3.438
C 2.208 -1.198 3.158
C 2.051 0.134 2.697
C 0.719 0.694 2.461
C -0.388 -0.166 2.185
C -1.725 0.171 2.282
C -2.817 -0.741 2.486
C -4.125 -0.232 2.718
C -5.186 -1.093 2.991
C -4.977 -2.485 3.004
C -3.703 -2.997 2.726
C -2.629 -2.141 2.514
C 0.535 2.133 2.624
C 1.347 2.875 3.523
C 1.217 4.230 3.683
C 0.165 4.925 3.038
O 0.090 6.257 3.279
C -0.810 7.075 2.499
C -0.704 4.215 2.174
C -0.454 2.870 1.928
C 3.242 0.899 2.531
C 4.493 0.431 2.890
H 7.759 -1.726 2.705
H 6.734 -0.947 1.453
H 7.209 -0.028 2.937
H 3.564 -2.745 3.784
H 1.322 -1.808 3.347
H -0.158 -1.198 1.926
H -2.018 1.212 2.377
H -4.274 0.851 2.705
H -6.179 -0.691 3.192
H -5.799 -3.168 3.242
H -3.534 -4.070 2.669
H -1.633 -2.557 2.359
H 2.102 2.374 4.118
H 1.890 4.798 4.321
H -0.648 8.088 2.876
H -0.557 7.024 1.431
H -1.853 6.773 2.668
H -1.562 4.715 1.709
H -1.069 2.358 1.187
H 3.188 1.917 2.150
H 5.364 1.092 2.860
C 3.171 -3.092 -2.331
C 2.314 -3.361 -3.401
C 1.030 -2.814 -3.431
C 0.619 -1.944 -2.410
P -0.968 -1.081 -2.512
C -0.669 0.675 -2.824
C -1.723 1.584 -2.629
C -1.550 2.925 -2.975
C -0.328 3.370 -3.491
C 0.723 2.466 -3.683
C 0.561 1.118 -3.349
C -1.790 -1.711 -4.005
C -2.616 -2.847 -3.957
C -3.050 -3.435 -5.146
C -2.712 -2.871 -6.380
C -1.978 -1.681 -6.426
C -1.536 -1.086 -5.242
C -1.802 -1.363 -1.007
C -1.875 -2.733 -0.574
O -2.915 -3.408 -0.413
C 1.439 -1.752 -1.285
C 2.721 -2.316 -1.255
H 4.185 -3.496 -2.329
H 2.640 -3.997 -4.226
H 0.350 -3.063 -4.247
H -2.675 1.223 -2.237
H -2.378 3.622 -2.849
H -0.198 4.421 -3.754
H 1.673 2.805 -4.103
H 1.380 0.409 -3.503
H -2.918 -3.261 -2.992
H -3.655 -4.340 -5.101
H -3.027 -3.349 -7.307
H -1.737 -1.207 -7.379
H -0.995 -0.136 -5.275
H -2.503 -0.626 -0.623
H -0.881 -3.192 -0.367
H 1.071 -1.166 -0.437
H 3.360 -2.140 -0.387
```

Properties
Kohn-Sham gap ... 4.79 eV
E_tot ... -2228.11554 Ha
Relative energy (zero: lowest compared OMol25 entry of this formula, charge and spin) ... 71.6 kJ/mol
Total charge ... +1